Formula: C4H12N2O
Source: OMol25
Level of theory: ωB97M-V/def2-TZVPD

XYZ file:
```
19
Properties=species:S:1:pos:R:3:forces:R:3:lowdin_charge:R:1
C -1.69183 2.58125 1.14736 0.08 -0.39 0.17 -0.041
H -2.69237 2.31936 1.47863 -0.09 0.15 0.00 0.081
H -2.91182 0.38234 0.03732 -0.21 0.18 -0.35 0.057
H 2.85210 -1.99636 -0.74973 -0.01 -0.17 -0.05 0.100
H 0.59005 2.23368 0.43572 -0.06 0.02 -0.08 0.107
C -1.94454 0.61073 -0.38034 0.36 -0.07 0.32 0.044
H -1.70702 3.53286 0.61653 -0.10 0.10 0.06 0.090
H 0.71323 -2.32828 -1.90013 0.03 0.21 0.06 0.055
C -1.18911 1.53648 0.20175 -0.16 0.15 -0.16 -0.479
H 2.18625 -2.97276 0.56999 0.15 -0.11 -0.10 0.100
N 1.51423 -1.02778 0.48855 -0.26 -0.42 -0.17 -0.007
H 1.16343 -0.35789 -0.18700 0.13 0.17 -0.04 0.026
H -1.53284 0.02778 -1.19293 -0.07 -0.22 0.14 0.059
N 1.01223 -2.88663 -1.11617 0.07 -0.50 -0.05 -0.010
O 0.11230 1.68146 -0.19270 0.16 0.12 -0.16 0.005
H -1.05959 2.69135 2.03036 0.08 -0.02 0.02 0.082
C 1.93960 -2.25417 -0.21034 -0.03 0.67 0.28 -0.376
H 0.69702 -1.25922 1.04659 0.04 0.06 0.13 0.052
H 0.21091 -3.27355 -0.64053 -0.10 0.08 -0.02 0.055
```
Positions in Å, forces in eV/Å.

Values from the calculation:
Total energy   -9369.5069 eV
HOMO-LUMO gap   9.5 eV
Structure (SMILES)   C=C(C)O.NCN
Net charge   0
Relative energy (zero: lowest compared OMol25 entry of this formula, charge and spin)   1.687 eV

Formula: C28H24N3O2S6V
Source: OMol25
Level of theory: ωB97M-V/def2-TZVPD

XYZ file:
```
64
Properties=species:S:1:pos:R:3:forces:R:3:lowdin_spin:R:1
S -2.27634 -6.67848 -0.94124 -0.02 0.05 0.07 0.000
H 5.89534 -0.23177 -0.95145 0.01 0.01 0.00 -0.001
C 6.54470 0.97095 1.33518 0.12 0.02 0.04 0.002
C 0.22543 -3.29885 -1.40944 -0.11 0.04 -0.06 0.007
N 0.17426 1.88505 -1.07605 0.14 -0.35 0.23 0.005
C 2.77675 5.15729 -1.04198 0.04 0.01 -0.02 0.000
H 2.79076 1.89814 -2.00255 0.01 -0.02 -0.02 0.000
H -3.26518 -2.78593 -0.66272 0.03 -0.03 -0.01 0.000
C 0.43191 -2.13704 3.25588 -0.03 0.02 0.12 0.000
H -4.30356 -4.00055 0.09683 -0.03 0.02 0.01 0.000
H -0.38140 -4.38816 4.29902 0.00 0.00 0.00 0.000
C -1.16454 -5.47055 -0.94036 0.08 -0.15 -0.25 0.000
C 5.21906 0.66247 0.88008 -0.11 -0.01 -0.02 0.012
V 0.65839 -0.15514 -0.55420 0.30 0.06 -0.05 1.972
C 3.75083 -0.24381 -0.79154 0.04 -0.03 -0.04 0.006
C 2.84502 0.69758 1.21503 0.01 0.07 0.02 0.008
C -3.69725 -3.11348 0.27531 0.01 0.01 -0.02 0.000
C 5.03431 0.03557 -0.35279 -0.02 0.01 0.03 -0.005
C 0.66435 4.15324 -0.63532 0.02 -0.08 -0.05 0.000
C 2.42673 2.82815 -1.59571 -0.06 0.04 0.07 0.000
H -3.68220 -5.25170 1.75248 -0.01 0.00 0.02 0.000
H 1.09794 6.22341 -0.22641 -0.01 -0.01 0.00 0.000
H 3.50157 -4.07340 2.18096 -0.01 0.02 -0.01 0.000
S 0.20684 -5.44768 0.11349 -0.06 0.08 0.06 -0.001
H 1.22053 -2.06640 2.50848 0.00 0.00 0.03 0.000
C 1.13132 2.92208 -1.10057 0.01 0.07 -0.10 0.002
C -2.66992 -3.42537 1.33301 0.03 0.01 0.09 0.000
N -2.13509 1.65667 -0.71746 -0.03 -0.01 0.21 0.005
C -1.00155 2.36266 -0.71583 -0.34 -0.07 0.10 0.008
H -4.35026 -2.30683 0.61569 0.00 0.01 -0.01 0.000
C -0.74206 -2.95057 2.76570 0.06 -0.07 -0.05 0.000
C -2.31330 -6.24329 3.85702 0.00 -0.04 0.02 0.000
H 3.62396 -0.74625 -1.74440 -0.01 0.00 0.00 0.000
H 2.89250 -5.47849 1.29727 -0.02 0.01 -0.03 0.000
C -2.86927 -4.59951 2.04892 0.02 0.03 -0.03 0.000
S -1.17653 -4.13705 -2.03079 -0.08 0.02 0.17 0.001
H 4.27418 1.45839 2.63585 0.01 0.00 0.00 -0.001
H 3.43240 6.01707 -1.01739 0.00 0.00 0.01 0.000
H 4.25407 3.87611 -1.92319 -0.01 0.00 0.00 0.000
C 2.63230 0.09998 -0.02912 -0.32 -0.08 0.05 -0.044
H 0.13979 -1.11622 3.50346 0.01 -0.01 -0.03 0.000
C -1.56598 -2.60672 1.67088 -0.16 0.08 0.01 -0.001
N 7.60667 1.22225 1.69667 -0.02 0.00 0.00 0.006
H -2.53545 -7.05972 3.16901 0.00 0.01 0.00 0.000
C 3.24060 3.94568 -1.55100 0.02 0.00 0.00 0.000
C 2.64845 -4.47225 1.63411 0.04 -0.08 0.06 0.000
H -2.93918 2.07053 -0.27442 0.00 0.04 -0.04 0.000
O -1.99608 -0.99697 -0.06051 -0.08 -0.07 -0.01 0.003
H 2.00203 0.95219 1.85311 0.00 -0.01 -0.02 0.000
S 2.39531 -3.34416 0.25113 0.01 0.07 -0.04 -0.002
S -1.02797 4.02625 -0.21613 0.14 0.10 -0.16 0.001
H 0.83427 -2.60008 4.15724 0.00 -0.01 0.00 0.000
H -3.17256 -6.12882 4.52136 0.00 -0.01 0.00 0.000
C 1.47452 5.27766 -0.59225 -0.04 -0.01 0.02 0.000
S 0.60881 -1.79718 -2.24207 0.21 0.18 0.03 0.005
C 0.88707 -3.92974 -0.42083 0.03 -0.06 -0.06 -0.003
H -2.09020 0.63052 -0.64101 0.01 -0.01 -0.08 0.001
C -1.01560 -4.12255 3.46014 0.05 0.03 -0.03 0.000
C -1.26309 -1.41070 0.84485 -0.05 -0.07 -0.04 0.007
C -2.05566 -4.96949 3.10635 0.01 -0.01 0.01 0.000
O -0.11936 -0.80794 1.05462 0.16 0.16 -0.17 0.009
H -1.45584 -6.52754 4.46611 0.00 0.01 0.00 0.000
H 1.78487 -4.49633 2.29705 -0.02 0.04 0.00 0.000
C 4.12060 0.98723 1.67393 0.02 -0.02 -0.05 -0.004
```
Positions in Å, forces in eV/Å.

Values from the calculation:
Total energy   -128692.5716 eV
HOMO-LUMO gap (alpha / beta)   7.0 / 7.3 eV
Net charge   0
Expectation value of S²   2.02
Multiplicity   3
Relative energy (zero: lowest compared OMol25 entry of this formula, charge and spin)   0.000 eV

Formula: C45H60O25
Source: OMol25
Level of theory: ωB97M-V/def2-TZVPD

XYZ file:
```
130
Properties=species:S:1:pos:R:3:forces:R:3:lowdin_charge:R:1
C -23.62700 11.54955 -6.23237 -1.72 -0.06 -0.22 0.003
H -22.62227 14.25507 -5.76527 -0.68 0.50 0.79 0.099
H -20.36913 7.41871 -10.40151 -0.91 -1.12 1.04 0.103
H -17.76361 8.31267 -6.51940 2.81 0.34 0.06 0.096
C -20.88770 19.57881 -1.81797 1.01 -0.72 -0.93 0.035
C -15.64148 12.80840 -5.13559 -1.61 -1.00 -0.81 0.017
H -22.22791 14.90830 -4.15500 0.14 0.28 0.31 0.072
O -17.23542 11.13807 -5.59228 -1.15 -1.23 0.76 0.013
O -20.06291 17.11180 -0.94205 -0.60 -0.79 0.81 0.118
H -22.45551 7.16021 -7.47598 1.99 0.97 -0.66 0.153
C -18.51417 14.96540 -10.08555 0.81 1.65 -0.38 -0.019
C -13.91683 19.68840 -5.85424 0.31 -0.52 0.67 -0.024
C -18.21172 15.69201 -2.41329 0.98 -0.44 0.64 -0.010
H -19.39048 14.58628 -9.63197 -0.90 -0.08 0.60 0.076
C -19.67137 8.29864 -5.96269 0.42 0.13 1.54 -0.294
C -23.87101 12.40632 -1.95952 -1.47 -1.14 -0.78 -0.026
C -22.77944 12.74246 -1.17630 -0.12 -0.37 -0.05 -0.038
H -18.37512 7.48215 -8.93120 0.49 -0.09 -0.11 0.113
H -14.04308 13.71225 -1.26390 -0.09 0.00 -0.01 0.091
C -15.63946 12.27408 -2.44643 -2.84 -1.19 0.72 -0.036
O -19.27000 14.47428 -6.88218 -0.69 -2.10 -0.42 -0.012
H -17.47249 8.64272 -11.71488 -0.94 0.53 0.36 0.133
H -27.72588 8.52805 -5.78716 -0.43 0.12 -0.60 0.087
H -21.13506 20.03762 -6.40698 -0.27 0.73 -0.13 0.081
O -25.97678 13.12920 -3.15170 1.20 -1.69 0.76 0.010
O -19.70117 18.82979 -2.32234 -0.88 1.28 -0.13 0.000
O -18.71977 16.97501 -2.72833 0.66 0.63 -0.86 -0.040
H -21.58291 19.62609 -2.68016 0.34 0.12 0.71 0.087
H -13.00919 17.00637 -3.88674 -0.39 1.00 -0.30 0.123
H -17.53791 18.20834 -3.93148 0.26 0.14 -0.50 0.080
C -16.52822 11.80132 -4.62503 0.60 0.47 -0.95 -0.311
H -18.61136 15.95738 -10.51948 -0.65 0.06 -0.16 0.103
C -15.05289 17.76460 -4.20485 2.01 -0.15 0.08 -0.005
H -18.24425 12.10613 -7.92809 0.87 -0.30 -0.05 0.082
C -20.13115 10.58059 -10.80582 -1.93 1.13 0.83 -0.018
O -22.79935 16.33114 -5.67376 0.04 -1.83 0.90 0.016
H -17.27399 15.82116 -1.80538 -0.91 -0.24 -0.38 0.118
C -26.87386 8.36155 -5.16674 0.72 -1.44 0.71 -0.023
H -21.00414 19.64121 -4.65240 -0.54 0.12 0.76 0.048
C -19.43539 9.63884 -11.52270 0.37 -0.97 -0.37 -0.349
H -21.24754 10.75212 -10.91917 1.50 -0.36 -0.26 0.139
H -21.31551 19.02124 -0.99355 -0.06 0.13 0.11 0.085
H -19.79173 11.55235 -4.39489 0.56 0.00 -0.64 0.076
C -21.80667 17.10703 -5.25900 -1.69 1.23 -1.30 -0.632
C -22.92265 14.99354 -4.97438 0.37 0.81 -1.80 0.049
H -13.81503 15.97661 -8.84100 -0.29 0.31 0.46 0.112
O -15.70767 15.54444 -8.17966 0.76 0.04 2.02 0.011
H -20.07632 11.93909 -9.12861 -0.62 0.72 0.39 0.089
O -25.66948 8.70308 -5.86632 -0.29 0.20 -0.57 0.015
H -19.93789 12.65292 -3.06243 0.50 0.58 1.00 0.078
H -26.80028 7.29465 -4.88294 -0.06 0.46 -0.48 0.106
O -15.94833 15.93537 -10.39324 0.35 0.25 0.05 0.139
O -20.86228 6.88770 -9.69951 1.86 1.95 0.14 -0.003
H -15.75618 12.04796 -1.38048 0.57 0.30 -0.27 0.122
H -24.41254 12.29217 -6.14167 0.41 0.73 -0.12 0.101
H -23.95840 14.93689 -4.63356 0.26 -0.23 -0.25 0.092
C -15.31116 19.63735 -5.66815 1.49 1.15 -1.05 -0.024
C -15.85280 18.70972 -4.81785 -0.77 -0.60 -0.11 -0.357
H -20.85943 9.10504 -12.79837 0.45 0.09 0.37 0.110
H -14.37999 14.41133 -4.64839 0.55 0.64 -0.21 0.107
H -21.71557 7.97841 -5.41954 -0.71 0.20 1.01 0.101
H -20.50393 20.56114 -1.52503 -0.28 -0.28 -0.08 0.100
C -19.54824 17.59341 -1.91105 -0.12 -0.11 -0.03 -0.651
C -19.51892 11.31437 -9.77253 -0.36 -1.40 -1.16 -0.009
O -21.36483 14.32005 -0.29806 1.45 2.11 0.21 0.013
O -11.69256 18.92868 -5.07791 1.05 1.25 -1.79 0.032
H -15.59924 12.95597 -6.23227 -0.08 -0.08 0.80 0.134
H -14.76247 17.34883 -8.28732 -0.20 0.91 -0.07 0.088
O -21.85406 18.20778 -6.04572 0.96 0.57 1.14 -0.005
H -19.06495 16.46108 -7.08766 0.22 -0.82 1.13 0.126
C -24.87916 13.33055 -2.30097 0.30 0.70 -0.14 -0.320
H -19.84283 18.95949 -5.82720 -1.76 0.44 0.42 0.120
O -17.21701 18.65056 -4.74372 -0.53 0.04 0.50 0.024
C -22.58149 14.05882 -0.81768 -0.86 1.67 -0.92 -0.351
C -16.57761 11.58666 -3.26772 0.64 -0.53 0.58 -0.018
H -18.96149 15.11806 -1.85578 0.31 -0.01 -0.23 0.092
C -18.68889 8.11695 -6.90155 -2.81 -0.26 -0.04 -0.001
C -25.05859 9.83175 -5.52396 0.05 0.41 1.12 -0.615
H -19.49597 15.85129 -5.36769 1.02 0.13 -1.03 0.087
H -22.00398 12.03605 -0.83037 -0.60 0.23 -0.56 0.130
O -19.23002 8.71284 -4.68472 -0.40 -0.03 -0.82 0.005
O -19.97987 8.81331 -12.50603 -0.22 0.32 0.16 0.011
H -18.24803 14.32268 -10.88176 0.78 -0.93 -0.66 0.087
C -18.11029 9.37901 -11.17207 1.31 0.37 -0.10 -0.012
H -15.55485 16.98562 -3.61712 0.49 0.19 -0.16 0.107
H -25.99663 12.15679 -3.32327 -0.10 0.89 -0.13 0.088
O -20.23725 12.50407 -6.75106 0.34 -0.57 0.27 0.119
C -13.03835 18.83075 -5.15306 -2.10 -0.78 1.04 -0.349
C -17.48699 10.13349 -10.15571 -0.60 -2.49 -2.11 -0.017
C -14.53514 16.33191 -8.07184 1.13 -0.70 -1.94 -0.020
C -20.40415 7.40859 -8.45684 -1.82 -0.57 0.34 -0.273
H -11.37167 19.57286 -5.77116 -0.45 -1.02 1.15 0.136
H -21.02684 15.24060 -0.54978 -0.82 -1.48 0.61 0.105
H -17.79421 10.36911 -5.25084 1.10 1.47 -0.22 0.106
C -18.88001 15.67009 -6.29481 0.35 1.94 0.71 -0.046
H -24.01682 11.39058 -2.36727 0.32 0.41 0.43 0.106
C -19.75110 13.44322 -6.17899 -0.64 1.54 0.17 -0.570
C -14.95871 13.60509 -4.27538 0.14 0.08 -0.83 -0.035
H -23.08554 11.53598 -5.31105 0.25 -0.61 0.61 0.070
H -17.92836 15.21549 -3.36649 -0.35 0.14 0.42 0.092
C -13.61769 17.81765 -4.34870 -1.58 -0.31 -0.11 0.004
O -17.55543 11.60706 -8.42373 -1.16 0.97 0.65 0.044
H -14.06842 16.24992 -7.11645 -0.22 -0.32 0.83 0.076
C -19.07603 7.63925 -8.13398 -0.05 0.11 -1.36 -0.007
O -19.78327 13.66838 -4.83838 0.92 -1.01 -0.81 -0.024
O -21.08098 16.92777 -4.33698 0.96 -0.15 1.13 0.121
H -13.49896 20.42127 -6.52912 0.03 0.20 -0.04 0.104
C -20.17030 12.51109 -4.08259 -2.60 0.01 -0.51 -0.019
C -16.33993 15.57220 -9.31451 -0.93 -0.13 -1.54 -0.647
O -25.06308 10.30644 -4.40410 -0.29 -0.01 -0.10 0.083
H -21.29407 12.44178 -4.14561 0.98 -0.03 0.12 0.094
C -14.96847 13.32755 -2.93979 2.00 1.29 2.02 -0.334
H -22.96125 11.69494 -7.05391 0.23 0.13 -0.55 0.085
O -14.17768 14.15809 -2.10593 -0.56 -0.51 -0.80 0.012
C -21.37082 7.56817 -7.43157 -1.56 -1.65 -0.88 -0.007
C -24.72371 14.62621 -1.84858 1.67 0.59 0.64 -0.039
H -20.00291 8.65673 -4.11542 0.09 0.11 0.26 0.095
C -20.99064 7.97545 -6.18212 0.70 0.21 -0.68 -0.044
C -23.55740 15.04659 -1.14323 -0.83 -1.98 -0.57 0.014
O -24.41423 10.36036 -6.53915 0.92 -0.58 -0.16 0.027
C -20.93733 19.30574 -5.65665 2.04 -2.46 -1.89 0.012
H -17.78458 15.62531 -6.10017 -0.72 0.24 0.10 0.107
H -25.41241 15.39408 -2.13949 -0.48 0.13 -0.06 0.110
H -26.99081 8.87244 -4.23524 0.18 0.72 0.43 0.079
H -16.50233 9.85113 -9.85256 0.52 0.20 0.15 0.119
H -23.53299 16.10142 -0.92721 0.63 0.07 0.32 0.104
O -17.54784 15.10893 -9.06395 -0.58 -1.05 0.89 -0.016
H -17.23418 10.84345 -2.77474 0.42 0.40 -0.65 0.124
C -18.21721 11.03045 -9.46200 0.73 1.07 1.11 -0.362
H -15.88926 20.39488 -6.22749 0.01 -0.76 0.54 0.128
```
Positions in Å, forces in eV/Å.

Values from the calculation:
Total energy   -98823.1705 eV
HOMO-LUMO gap   8.3 eV
Structure (SMILES)   Oc1ccc(O)cc1.Oc1ccc(O)cc1.Oc1ccc(O)cc1.Oc1ccc(O)cc1.Oc1ccc(O)cc1.COC(=O)OC.COC(=O)OC.COC(=O)OC.COC(=O)OC.COC(=O)OC
Net charge   0
Relative energy (zero: lowest compared OMol25 entry of this formula, charge and spin)   0.269 eV

Formula: C4H9NO2
Source: OMol25
Level of theory: ωB97M-V/def2-TZVPD

XYZ file:
```
16
Properties=species:S:1:pos:R:3:forces:R:3:lowdin_charge:R:1
H 1.09312 2.25335 0.49544 0.01 -0.26 -0.05 0.120
H 0.54308 -2.17966 1.09692 0.07 0.21 -0.20 0.097
H 0.07318 0.53345 1.87520 -0.27 0.10 0.05 0.119
C -1.08869 -0.28260 0.25607 -0.06 0.03 -0.01 -0.099
C 0.14700 -0.84616 -0.45901 0.24 0.64 0.34 -0.568
H -0.16214 2.07415 -0.73918 0.22 -0.38 0.04 0.126
O 1.11567 0.40120 -0.42945 -0.11 -0.67 0.56 -0.127
H -1.58855 -1.02517 0.88460 0.16 0.03 -0.19 0.118
C 0.39964 1.53128 0.04883 -0.11 0.03 0.27 -0.230
H -1.32331 1.56299 1.43357 0.03 0.02 -0.01 0.113
H 0.60387 -0.14399 -1.98770 -0.25 -0.50 -1.02 0.106
H 1.31117 -2.55110 -0.38235 0.01 0.26 0.06 0.101
H -1.79037 0.04298 -0.51876 0.04 0.01 0.15 0.126
N 0.57302 -2.05619 0.09569 0.20 0.19 0.00 0.143
C -0.54727 0.90195 1.04803 -0.12 0.09 0.17 -0.169
O 0.09504 -0.96871 -1.83694 -0.07 0.20 -0.15 0.025
```
Positions in Å, forces in eV/Å.

Values from the calculation:
Total energy   -9878.5625 eV
HOMO-LUMO gap   10.7 eV
Structure (SMILES)   N[C@@]1(O)CCCO1
Net charge   0
Relative energy (zero: lowest compared OMol25 entry of this formula, charge and spin)   1.498 eV